[1]
Formula: C71H145N7O13
Source: the Open Molecules 2025 dataset
Level of theory: ωB97M-V/def2-TZVPD

```
236
Properties=species:S:1:pos:R:3:forces:R:3
C -9.1227 2.0691 -6.1287 -1.0 -1.3 1.3
C -9.4345 3.5478 -6.1421 0.4 0.0 -1.9
C -8.0520 4.2979 -5.9895 -1.3 1.8 -0.3
C -10.0236 3.8289 -7.6270 1.9 0.6 1.6
C -11.4500 3.5096 -7.8774 -1.4 -1.0 -0.1
C -12.3332 4.2684 -6.8993 1.0 -1.4 -1.2
C -11.9452 3.8668 -5.4660 -0.4 2.4 0.9
C -12.6607 5.1423 -4.7053 0.6 -1.9 1.1
C -12.4588 2.4446 -5.0185 0.4 1.3 0.2
N -10.4685 4.0030 -5.2165 -0.5 0.6 -3.9
O -10.0304 4.0494 -3.9580 0.2 -0.4 2.8
H -8.5387 1.6486 -6.9474 -0.2 0.4 -0.3
H -8.6195 1.7087 -5.2314 0.1 0.4 0.3
H -10.1085 1.6093 -6.0594 0.1 -0.6 -0.5
H -8.2986 5.3248 -5.7196 -0.2 0.4 0.1
H -7.2772 4.0547 -5.2624 -0.5 -1.0 0.1
H -7.5709 4.4687 -6.9525 0.0 -0.6 -0.2
H -9.9530 4.9105 -7.7426 0.3 0.2 -0.3
H -9.2697 3.3368 -8.2415 -0.4 0.1 -0.5
H -11.8072 3.7569 -8.8771 0.5 0.2 -0.3
H -11.7441 2.4655 -7.7697 0.5 -0.4 0.0
H -13.3526 3.9604 -7.1318 -0.2 0.1 0.5
H -12.2362 5.3056 -7.2201 0.0 0.3 1.0
H -13.7430 5.0697 -4.8122 0.0 0.0 -0.3
H -12.3084 6.1331 -4.9922 0.1 -0.3 -0.7
H -12.4792 5.1366 -3.6305 0.0 -0.4 0.2
H -13.5446 2.4237 -4.9259 0.0 0.0 0.2
H -11.9451 2.2959 -4.0686 -0.5 -0.1 0.3
H -12.1477 1.5906 -5.6201 0.0 0.4 -0.5
H -9.8467 4.9759 -3.7867 0.1 0.2 0.2
C -6.5905 1.0309 9.8737 0.2 0.8 -0.7
C -5.0605 1.1861 9.6832 1.3 -2.8 -0.8
C -4.4570 2.2496 10.5411 -1.1 1.4 -0.2
C -4.3861 -0.1843 10.1204 -2.1 1.5 0.3
C -2.9648 -0.3346 9.7888 1.1 -1.4 -1.3
C -2.9379 -0.4616 8.2936 0.0 1.7 -2.0
C -3.5636 0.8190 7.5041 1.5 -0.7 3.0
C -2.4854 1.9003 7.4293 -0.5 0.5 1.1
C -3.9452 0.4067 6.1643 -0.7 -1.6 -1.3
N -4.7731 1.2923 8.2029 1.8 -4.1 2.6
O -5.1903 2.3869 7.5961 -2.2 2.9 -1.2
H -6.8422 0.6795 10.8743 0.0 0.3 0.0
H -7.0737 1.9726 9.6135 0.0 0.4 0.7
H -7.0983 0.4050 9.1400 0.7 -0.7 0.0
H -3.3714 2.3463 10.5293 -0.1 -0.3 -0.1
H -4.9114 3.1585 10.1468 0.4 0.6 0.2
H -4.8439 2.1524 11.5555 0.3 -0.1 0.2
H -4.5927 -0.4215 11.1640 -0.2 0.4 0.2
H -4.9300 -0.9235 9.5321 0.1 -0.4 0.1
H -2.1191 0.3207 9.9972 -0.7 0.7 1.0
H -2.6870 -1.3088 10.1913 0.4 -0.1 0.1
H -3.4728 -1.3294 7.9077 0.1 -0.2 0.2
H -1.8978 -0.4587 7.9674 0.0 -0.5 -0.3
H -1.4903 1.5206 7.1972 -0.1 0.0 -0.3
H -2.4775 2.2968 8.4446 0.5 0.4 0.0
H -2.7904 2.7218 6.7812 0.2 -0.1 -0.1
H -4.5523 1.1474 5.6438 0.4 0.0 -0.2
H -4.5269 -0.5078 6.2804 -0.4 0.0 -0.3
H -3.0608 0.0938 5.6093 0.0 0.4 -0.3
H -5.9396 1.9885 7.1473 -0.5 1.1 -0.6
C 5.4357 5.7898 -6.7726 -0.1 -0.8 -1.4
C 4.9119 4.5775 -7.6629 0.3 -0.7 0.8
C 5.6448 3.2699 -7.2859 1.4 0.5 -0.7
C 3.4077 4.2890 -7.3162 0.7 1.0 -1.3
C 2.6835 3.4309 -8.3022 -1.0 -2.3 -0.1
C 2.7724 3.8698 -9.7077 1.4 1.2 -1.6
C 4.2459 4.2298 -10.1596 0.0 -0.4 -1.3
C 4.8555 2.8914 -10.6898 0.8 -0.5 1.7
C 4.1878 5.0454 -11.4575 0.3 1.2 0.6
N 5.0179 4.9572 -9.1014 -1.3 -0.2 0.4
O 6.3663 5.3432 -9.4925 -1.5 -0.7 0.2
H 5.8897 5.4981 -5.8256 -0.7 -0.2 0.2
H 6.2741 6.2874 -7.2600 -0.2 0.0 -0.4
H 4.6033 6.4899 -6.7013 0.2 0.1 0.4
H 5.8876 3.2232 -6.2243 -0.7 -0.3 0.2
H 5.1767 2.3787 -7.7038 -0.3 0.0 0.5
H 6.6486 3.2621 -7.7107 0.2 0.2 -0.4
H 3.3148 3.8539 -6.3212 0.1 0.5 0.1
H 2.9066 5.2414 -7.4891 -0.2 0.4 1.0
H 2.9045 2.3635 -8.3072 0.8 -0.2 0.5
H 1.6194 3.3781 -8.0722 -0.2 0.3 0.4
H 2.0309 4.6450 -9.9004 0.4 0.7 0.0
H 2.5393 3.1215 -10.4653 -0.5 -0.3 0.5
H 5.7901 2.9488 -11.2479 0.1 0.6 0.1
H 4.1925 2.2875 -11.3092 -0.3 0.3 0.1
H 5.0908 2.3292 -9.7861 0.1 -0.6 -0.2
H 5.1377 5.5621 -11.5947 0.3 -0.5 -0.3
H 3.5067 5.8956 -11.4217 -0.6 -0.2 0.0
H 4.0037 4.3792 -12.3003 -0.2 0.3 0.0
H 6.0880 6.2088 -9.8004 0.8 0.4 -0.1
C 7.5693 2.3318 6.7212 -0.3 -0.5 -0.5
C 8.7923 1.4176 6.3974 0.6 1.1 -0.2
C 9.0301 0.6445 7.6845 0.8 -0.7 0.7
C 8.5506 0.4041 5.2276 0.0 -0.6 0.7
C 9.7776 -0.2156 4.4715 -0.7 2.4 0.0
C 10.6127 1.0326 4.1359 -0.2 -1.3 -2.5
C 11.0594 1.9174 5.2343 0.0 -0.1 2.3
C 11.9948 1.1068 6.2166 -0.3 0.7 -0.7
C 11.7431 3.0602 4.5863 2.5 1.1 -0.8
N 9.8816 2.4261 5.9624 -1.9 -1.3 -0.9
O 10.2061 3.3587 6.9789 0.4 -0.8 0.2
H 6.6659 1.7304 6.8220 0.0 -0.2 0.2
H 7.7130 2.8694 7.6584 0.1 -0.2 0.1
H 7.3082 3.0801 5.9728 0.4 -0.1 -0.4
H 9.5480 -0.3086 7.5780 0.5 0.1 -0.5
H 9.5988 1.2215 8.4137 -0.1 0.2 0.0
H 8.1051 0.3049 8.1506 -0.3 0.5 -0.1
H 8.0475 -0.4757 5.6289 -0.6 0.3 0.4
H 7.8565 0.8817 4.5361 0.3 -0.1 -0.4
H 10.3449 -1.0065 4.9622 -0.3 0.2 0.4
H 9.3313 -0.6329 3.5689 0.3 -0.1 -0.1
H 10.1115 1.6140 3.3621 -1.1 0.4 0.5
H 11.4332 0.8279 3.4482 0.9 -0.6 0.7
H 13.0432 1.0863 5.9188 0.0 0.2 -0.3
H 11.6583 0.0704 6.1900 0.0 0.1 0.7
H 11.9501 1.6140 7.1804 -0.1 -0.5 0.2
H 12.7638 2.7118 4.4284 0.3 0.0 -0.1
H 11.9037 4.0018 5.1114 -0.5 -0.2 0.5
H 11.4683 3.3246 3.5652 -0.8 -0.1 0.1
H 9.5087 4.0143 6.9060 0.0 0.2 -0.2
C -0.7789 9.1222 -0.1342 -0.3 -0.3 0.2
C -0.4527 8.0804 0.9842 2.0 1.3 -0.6
C -1.0067 6.6800 0.7679 -1.3 1.2 -0.6
C 1.1136 7.8830 0.8958 -0.5 -1.6 1.6
C 1.9608 8.9428 1.4918 -0.8 0.8 1.6
C 1.2794 9.3672 2.8798 1.6 -0.9 -0.8
C -0.1838 9.6699 3.0044 0.1 2.8 -0.2
C -0.4089 9.7012 4.5231 -1.5 -0.5 0.2
C -0.3752 11.1256 2.4537 0.7 -0.8 -0.3
N -0.9232 8.6311 2.3307 1.2 -1.9 -0.6
O -2.3283 8.8191 2.2914 0.4 0.3 0.1
H -1.6212 9.7568 0.1412 -0.4 -0.4 -0.2
H 0.0239 9.8436 -0.2862 0.3 -0.2 0.1
H -0.9222 8.6264 -1.0943 -0.3 0.0 0.0
H -2.0799 6.8700 0.7564 -0.3 -0.9 0.4
H -0.7884 6.3379 -0.2438 0.3 0.0 0.0
H -0.6594 5.9518 1.5009 -0.2 0.2 0.1
H 1.3447 7.0104 1.5068 -0.4 -0.3 0.6
H 1.5476 7.4682 -0.0140 -0.8 0.7 -0.9
H 2.8962 8.4671 1.7865 0.3 0.4 -0.2
H 2.1582 9.7206 0.7543 0.0 0.5 0.4
H 1.8443 10.1717 3.3506 0.0 0.1 -0.1
H 1.3339 8.5289 3.5742 0.9 -0.5 -0.3
H -1.4503 9.8924 4.7817 -0.4 -0.2 -0.3
H 0.0641 10.4958 5.1002 0.7 -0.1 -0.5
H -0.1674 8.7152 4.9202 0.1 0.1 0.3
H 0.3714 11.8042 2.8663 -0.3 0.0 0.9
H -1.3850 11.5116 2.5925 0.1 0.0 -0.5
H 0.0446 11.0779 1.4489 -1.0 0.3 -0.5
H -2.5987 8.1861 2.9606 -0.4 0.0 0.0
C 7.6903 -11.7230 -1.4423 0.8 1.7 -1.9
C 8.6968 -10.6431 -0.7672 -3.0 -1.2 1.4
C 7.8339 -9.2608 -0.7450 0.2 -1.0 -0.8
C 8.6579 -11.1780 0.6782 0.4 1.3 1.4
C 9.7566 -10.4738 1.6194 -1.8 -1.4 -1.3
C 11.1023 -10.6116 0.9590 0.4 0.5 0.4
C 11.1294 -10.0397 -0.4560 -1.0 1.3 -1.6
C 10.8901 -8.4756 -0.4016 0.6 0.6 -0.3
C 12.4461 -10.3306 -1.2532 -0.9 0.1 1.0
N 10.0276 -10.6904 -1.2816 -0.4 -1.1 3.2
O 9.9968 -10.4723 -2.6265 0.9 0.9 -1.4
H 6.6449 -11.4881 -1.2423 0.2 -0.3 0.8
H 7.6891 -11.5104 -2.5113 0.3 0.0 -0.4
H 7.8985 -12.7919 -1.3936 0.3 0.2 0.7
H 8.0918 -8.5639 -1.5424 0.3 0.1 0.2
H 6.7989 -9.5302 -0.9552 0.0 -0.1 -0.1
H 7.7315 -8.7726 0.2242 0.8 0.1 0.0
H 7.6311 -10.9577 0.9702 0.0 0.4 0.5
H 8.6089 -12.2664 0.7117 1.0 -0.1 0.0
H 9.5373 -9.4113 1.7247 -0.2 0.0 -0.2
H 9.8188 -10.8404 2.6441 -0.3 -0.4 -0.1
H 11.5581 -11.6001 1.0149 -0.4 -0.2 -0.2
H 11.6583 -9.9888 1.6597 1.1 0.2 -0.6
H 11.8111 -7.9372 -0.6248 0.3 -0.2 -0.2
H 10.5990 -7.9528 0.5095 -0.3 -0.8 0.5
H 10.1751 -8.0963 -1.1317 0.1 -0.5 -0.2
H 13.1704 -10.6966 -0.5256 0.4 0.3 -0.2
H 12.7400 -9.4081 -1.7539 0.4 -0.4 0.0
H 12.2864 -11.1253 -1.9819 0.1 0.1 0.1
H 10.5522 -11.1996 -2.9167 -0.1 0.0 -0.7
C -12.1108 -7.0966 4.2056 -1.3 0.2 -0.7
C -11.0689 -5.9729 3.9971 -0.2 0.6 1.6
C -11.3347 -4.8695 5.1694 0.1 0.2 0.1
C -9.7541 -6.5776 4.3822 2.8 0.7 -0.6
C -8.5019 -5.7173 3.9876 -0.7 0.8 1.7
C -8.4565 -5.3376 2.5713 -1.8 -0.5 -0.9
C -9.8551 -4.6355 2.1484 0.5 -0.3 2.9
C -9.8959 -3.2344 2.8380 0.0 -0.2 -0.9
C -9.7988 -4.5942 0.6848 -0.5 -1.0 -1.3
N -11.0394 -5.4786 2.5663 2.2 -2.3 3.1
O -12.2969 -4.8914 2.3892 0.4 0.9 -1.2
H -12.4677 -7.4995 3.2577 0.0 0.3 -0.2
H -11.8310 -7.9973 4.7519 0.8 0.4 0.3
H -12.9900 -6.7158 4.7253 -0.1 0.1 -0.1
H -10.4748 -4.2474 5.4177 0.2 0.0 -0.6
H -12.1879 -4.1915 5.1482 -0.1 0.0 -1.1
H -11.4999 -5.2687 6.1702 0.0 -1.3 -0.2
H -9.6527 -6.6937 5.4613 -0.5 -0.2 0.0
H -9.5623 -7.5564 3.9426 -0.4 -0.2 -0.2
H -8.5368 -4.7163 4.4174 0.0 -0.3 1.3
H -7.6113 -6.2456 4.3280 0.1 0.2 0.0
H -8.2249 -6.2977 2.1101 -0.4 0.3 -1.3
H -7.7116 -4.5818 2.3221 0.3 -0.2 0.1
H -8.9916 -2.6996 2.5477 0.2 0.1 0.3
H -10.0114 -3.2736 3.9211 0.2 0.0 -0.4
H -10.7148 -2.6289 2.4495 -0.2 -0.2 0.0
H -9.0014 -3.9303 0.3508 -0.5 0.2 -0.4
H -10.7847 -4.4939 0.2310 0.1 1.1 -0.3
H -9.5737 -5.6068 0.3502 0.4 -0.1 -0.1
H -12.1518 -4.9292 1.4410 -1.8 0.5 -0.7
C -0.7477 -2.2771 -2.0482 -0.3 1.1 0.5
C 0.4778 -1.3042 -2.2260 -2.9 -1.5 1.9
C 1.1676 -0.9602 -0.9205 -2.2 1.2 0.7
O 2.5207 -1.1438 -1.1779 1.1 0.8 1.4
C 2.6721 -1.7240 -2.3470 3.3 -2.3 -1.3
O 3.7484 -2.0445 -2.8482 -2.9 1.1 1.1
O 1.4655 -2.0943 -2.7760 0.7 -0.2 -3.3
H -1.4243 -2.2084 -2.9000 0.4 -0.5 -0.3
H -1.3987 -1.9605 -1.2334 0.1 0.5 0.3
H -0.4928 -3.2982 -1.7647 0.4 0.0 -0.5
H 0.0367 -0.4369 -2.7171 1.0 0.1 -1.0
H 0.6573 -1.5963 -0.1973 1.1 -0.5 0.6
H 1.0053 0.0600 -0.5727 0.1 0.1 -0.2
C 1.4521 -8.6014 -7.9851 0.0 0.3 0.8
C 1.6823 -7.1201 -7.5932 0.3 1.5 -2.1
C 2.9974 -6.4111 -8.1124 -0.2 -1.7 0.3
O 2.5723 -5.2506 -8.7995 3.6 0.6 1.0
C 1.3059 -5.1599 -8.8880 -3.3 -0.2 -2.7
O 0.7451 -4.3529 -9.6131 0.4 -1.3 2.1
O 0.7438 -6.2752 -8.3299 -1.4 0.2 0.6
H 1.9346 -9.2613 -7.2642 0.8 0.1 -0.3
H 1.7389 -8.8037 -9.0170 0.5 0.1 0.2
H 0.4471 -9.0186 -7.9210 -0.5 1.0 0.1
H 1.6982 -6.8028 -6.5505 -0.9 -0.8 0.2
H 3.5265 -7.0104 -8.8534 0.3 -0.1 0.3
H 3.5696 -6.1964 -7.2099 0.5 0.4 -0.6
```
Positions in Å, forces in eV/Å.

As for the total energy: -113007.8806 eV. As for the spin multiplicity: 1. Its total charge is 0. The value obtained for the orbital gap is 8.27 eV. Its LUMO energy is 0.31 eV.

[2]
Formula: C6H10N2O
Source: the Open Molecules 2025 dataset
Level of theory: ωB97M-V/def2-TZVPD

```
19
Properties=species:S:1:pos:R:3:forces:R:3
C 2.2741 -0.1996 -0.1444 1.2 0.1 1.2
C 1.7452 1.1115 -0.0523 -0.8 2.3 -0.2
C 1.4840 -1.2135 0.1288 1.8 -1.8 -0.8
C 0.4350 1.3998 0.2466 1.6 -0.5 -0.3
C 0.0437 -1.1044 0.1258 -2.3 -2.3 -1.0
C -0.5339 0.2847 0.1929 -0.4 1.5 -1.7
N -2.7240 -0.5690 0.5506 0.3 0.5 2.7
N -1.7632 0.4216 0.7619 1.8 -0.1 -1.0
O -0.9619 0.9343 -1.7508 -1.1 -1.7 2.0
H 3.3694 -0.2735 -0.1096 -0.5 -0.3 -0.5
H 2.5030 1.8790 -0.3165 -1.0 0.0 0.6
H 1.9759 -2.2020 0.1061 -0.8 0.3 0.3
H 0.1252 2.4411 0.3289 -0.2 -0.4 0.0
H -0.2290 -1.7153 -0.8620 -0.1 1.5 1.9
H -0.4267 -1.7056 0.9829 0.8 0.6 -1.1
H -3.0166 -0.7801 -0.3711 0.3 0.5 -1.4
H -2.2564 -1.3548 0.9657 -0.8 -0.8 0.0
H -1.9293 1.3490 1.1082 -1.2 -0.1 -0.2
H -0.1143 1.2968 -1.8915 1.5 0.6 -0.6
```
Positions in Å, forces in eV/Å.

As for the total energy: -11407.3892 eV. As for the spin multiplicity: 1. Its total charge is 0. For the relative energy (zero: lowest compared OMol25 entry of this formula, charge and spin), the calculation gives 4.699 eV. The value obtained for the orbital gap is 8.02 eV. Its LUMO energy is -0.02 eV.